(1)
Density functional theory data (wB97M-V/def2-TZVPD) for a molecular structure, C41H51BN6O2S2Si4Ti.

Net charge = -2
LUMO level (spin up / spin down) = 4.246 / 4.224 eV
Energy above the lowest of the compared OMol25 structures with the same formula, charge and spin = 311.8 kJ/mol
Expectation value of S² = 2.047
Calculated total energy = -133358.7440 eV
HOMO (spin up / spin down) = -0.40 / -1.63 eV
Spin multiplicity = 3

Each line ends with the Mulliken charge.
Element x y z (Å)
Ti: 0.08494 0.03501 -0.77209  -1.93
C: 3.61389 3.82799 -3.17220  -1.22
C: 3.24224 3.00424 -2.14556  -0.37
N: 2.16960 2.14357 -2.23018  0.48
C: 1.52672 2.03356 -3.46099  -0.33
C: 1.80126 2.93788 -4.51834  0.82
C: 2.87459 3.86317 -4.36150  -1.04
C: 1.02448 2.85532 -5.68698  -0.89
C: 0.03103 1.90326 -5.81546  -1.18
C: -0.16995 0.96449 -4.80920  0.06
C: 0.60798 0.99397 -3.65390  -0.38
N: 0.53958 -0.01858 -2.67335  1.50
C: 1.08512 -1.26187 -2.97846  -0.05
C: 1.15151 -1.84563 -4.24040  0.09
C: 1.65554 -3.13216 -4.41258  -1.29
C: 2.08735 -3.85597 -3.31765  -0.72
C: 2.06482 -3.28102 -2.04643  1.24
C: 2.48363 -4.00214 -0.85480  -1.89
C: 2.74379 -3.32169 0.25652  -0.66
C: 2.62479 -1.80479 0.26620  0.54
N: 1.55751 -1.33761 -0.62210  1.21
C: 1.59524 -1.96949 -1.86141  -0.90
H: 4.47205 4.47359 -3.02922  0.38
H: 3.74920 3.01495 -1.19250  0.57
H: 3.11820 4.54418 -5.16728  0.37
H: 1.21929 3.56324 -6.48612  0.33
H: -0.57997 1.87191 -6.71087  0.38
H: -0.92000 0.19077 -4.90979  0.49
H: 0.79722 -1.29087 -5.09792  0.58
H: 1.68662 -3.56664 -5.40517  0.34
H: 2.45737 -4.87036 -3.43150  0.37
H: 2.57057 -5.08390 -0.89343  0.32
H: 3.05423 -3.85082 1.15290  0.24
H: 3.57957 -1.41239 -0.13994  0.00
C: -3.59569 3.55882 2.57261  -0.70
S: -2.88148 3.90724 0.95608  -0.15
C: -2.23461 2.31391 0.51201  0.02
S: -0.96684 1.63062 1.53323  -0.59
N: -2.60014 1.87765 -0.62895  -1.32
N: -1.99215 0.75582 -1.10723  1.47
C: -2.61709 0.34873 -2.23085  -2.12
C: -2.45681 -0.93209 -2.78113  1.75
C: -3.10240 -1.28449 -3.99569  -1.29
C: -2.92271 -2.53868 -4.51876  -0.52
C: -2.10209 -3.45074 -3.84324  -1.20
C: -1.50854 -3.02971 -2.66165  -0.23
N: -1.67709 -1.83285 -2.11945  0.69
H: -4.14787 4.45361 2.86371  0.45
H: -4.28218 2.71409 2.52666  0.22
H: -2.82018 3.37075 3.31295  0.12
H: -3.31958 1.03707 -2.68907  0.07
H: -3.71584 -0.54579 -4.49802  0.46
H: -3.40387 -2.81536 -5.45043  0.36
H: -1.90135 -4.44019 -4.23030  0.43
H: -0.84474 -3.70279 -2.12539  0.44
O: 2.18245 2.10564 0.25457  -0.26
B: 1.30475 1.94574 -0.93055  2.67
O: 0.38135 3.14064 -0.87642  -0.78
C: 0.84088 3.92626 0.10818  0.45
C: 0.39439 5.17601 0.47852  -1.03
C: 1.00959 5.79998 1.57269  -0.65
C: 2.04195 5.18418 2.25864  -0.72
C: 2.50578 3.91736 1.87075  -1.08
C: 1.89698 3.30967 0.79633  0.49
H: -0.42155 5.64438 -0.05595  0.59
H: 0.66287 6.77676 1.89014  0.35
H: 2.49780 5.68190 3.10687  0.37
H: 3.31192 3.42405 2.39851  0.42
C: 1.85207 -2.53322 3.21351  -0.80
Si: 2.81232 -1.35473 2.09993  0.01
C: 4.64157 -1.77009 2.38718  -1.50
C: 2.68521 0.41728 2.65577  -0.09
Si: -0.99343 -0.66496 1.81360  0.52
Si: -2.98351 -1.96130 1.45493  0.91
C: -4.32957 -1.22703 0.37110  -0.91
C: -2.23809 -3.54409 0.73347  -0.68
C: -3.99430 -2.67134 2.91127  -1.39
Si: -1.25191 -0.39026 4.15092  1.76
C: -1.23609 -1.99346 5.17667  -1.29
C: -2.90026 0.43889 4.56200  -0.71
C: 0.03373 0.71282 4.99105  -1.17
H: 2.48540 -3.36343 3.54186  0.60
H: 0.97893 -2.94737 2.70498  0.26
H: 1.50317 -2.00720 4.10261  -0.01
H: 4.86664 -2.82793 2.22981  0.36
H: 4.92391 -1.51741 3.41421  0.35
H: 5.27612 -1.18525 1.71505  0.31
H: 2.85281 0.43320 3.73764  0.53
H: 1.73610 0.90326 2.43906  -0.35
H: 3.47195 1.00288 2.17813  0.11
H: -3.94931 -0.76823 -0.53673  0.15
H: -4.86382 -0.46132 0.94261  0.26
H: -5.04764 -2.00738 0.09529  0.42
H: -1.42581 -3.31311 0.04701  -0.31
H: -2.98274 -4.15048 0.20651  0.38
H: -1.83263 -4.14411 1.55541  0.33
H: -4.42729 -1.93970 3.59164  0.34
H: -3.41680 -3.38822 3.49742  0.34
H: -4.82534 -3.22284 2.45340  0.36
H: -1.69781 -2.83922 4.66823  0.24
H: -1.79472 -1.81592 6.10285  0.36
H: -0.22137 -2.28417 5.45331  0.44
H: -3.73637 -0.25240 4.46986  0.24
H: -3.07973 1.27891 3.89250  -0.30
H: -2.88155 0.81334 5.59197  0.44
H: 0.99700 0.20562 5.07023  0.17
H: -0.30996 0.94136 6.00624  0.45
H: 0.18724 1.65528 4.45980  0.21

***

(2)
Density functional theory data (wB97M-V/def2-TZVPD) for a molecular structure, C41H51N3O5S3V at a distorted geometry.

LUMO level (spin up / spin down) = 0.175 / 0.175 eV
Expectation value of S² = 3.766
Calculated total energy = -116246.9789 eV
HOMO (spin up / spin down) = -5.74 / -7.14 eV
Spin multiplicity = 4

Each line ends with the Mulliken charge.
Element x y z (Å)
V: 0.01782 -0.20000 -0.63685  1.08
C: -0.03554 3.10096 -0.76579  -0.80
N: 0.22860 2.00058 -1.70305  1.65
C: -0.70680 2.13832 -2.87483  -1.16
C: -1.65383 0.96048 -3.08997  -0.82
C: -2.58340 0.70725 -1.89328  -1.00
N: -1.96360 -0.22794 -0.93816  0.92
C: -2.68243 -1.22524 -0.55516  -0.52
C: -2.28198 -2.36389 0.24050  0.65
C: -3.26745 -3.34415 0.46064  -0.76
C: -3.01945 -4.48113 1.18512  -0.92
C: -1.72659 -4.67951 1.68801  -0.63
C: -0.73279 -3.75639 1.46381  -0.18
C: -0.96608 -2.56110 0.74656  -0.28
O: -0.00037 -1.69428 0.57498  1.15
C: 1.64378 2.04498 -2.16875  -1.44
C: 2.74645 2.03542 -1.09029  -1.25
C: 2.55152 1.00529 0.03205  0.18
N: 1.95537 -0.19903 -0.51531  1.16
C: 2.71257 -1.17686 -0.87334  -0.54
C: 2.26192 -2.34261 -1.59981  0.60
C: 3.13017 -3.44046 -1.73958  -0.52
C: 2.79236 -4.53754 -2.49201  -0.91
C: 1.55611 -4.54755 -3.15990  -0.47
C: 0.68719 -3.48757 -3.05593  -0.88
C: 0.99246 -2.35766 -2.25902  0.15
O: 0.15662 -1.35907 -2.21594  -0.31
H: -0.06933 4.05345 -1.30033  0.53
H: 0.77696 3.14259 -0.04063  0.03
H: -1.22700 2.26328 0.52693  -0.59
H: -0.12241 2.29084 -3.78292  0.49
H: -1.31498 3.03000 -2.71748  0.39
H: -1.08227 0.05946 -3.29838  0.11
H: -2.26083 1.18657 -3.97082  0.50
H: -3.53592 0.31109 -2.24854  0.80
H: -2.79613 1.64561 -1.38848  0.08
H: -3.72607 -1.24989 -0.88050  0.00
H: -4.25219 -3.18090 0.02807  0.37
H: -3.80133 -5.21038 1.35613  0.41
H: -1.50104 -5.58099 2.24909  0.42
H: 0.26165 -3.93738 1.84355  0.03
H: 1.79869 2.94625 -2.77516  0.41
H: 1.78116 1.18139 -2.81723  0.54
H: 2.86511 3.02607 -0.64654  0.46
H: 3.67517 1.80230 -1.61642  0.42
H: 1.87581 1.39332 0.79056  -0.99
H: 3.51807 0.80378 0.50612  0.76
H: 3.78190 -1.12095 -0.64731  0.32
H: 4.08860 -3.40874 -1.22557  0.34
H: 3.47110 -5.37678 -2.58056  0.40
H: 1.28262 -5.40136 -3.77100  0.42
H: -0.26464 -3.48226 -3.57304  0.46
O: -1.27852 2.98060 -0.12084  -0.33
S: -4.07530 1.58537 1.27508  -0.24
C: -3.71768 3.08739 2.26558  -0.87
C: -2.74901 2.82878 3.40907  0.62
C: -1.87857 4.03638 3.78336  -1.11
C: -0.72716 4.26307 2.80539  -0.48
S: 0.60246 3.00803 2.78633  0.14
O: 0.01475 1.74983 2.19211  -0.93
C: 0.73661 2.76705 4.54326  1.12
C: 1.66016 3.54289 5.22474  -0.55
C: 1.82015 3.36042 6.59325  -0.74
C: 1.07052 2.39406 7.25267  -0.64
C: 0.16190 1.61063 6.55017  -0.83
C: -0.00951 1.79220 5.18539  -0.24
C: -4.02194 0.28525 2.49818  0.00
C: -2.81896 -0.36258 2.78331  0.47
C: -2.79567 -1.41461 3.69403  -1.02
C: -3.97462 -1.83484 4.29723  -0.72
C: -5.17521 -1.19280 4.01298  -0.64
C: -5.19927 -0.12557 3.12258  -0.56
H: -4.66160 3.49621 2.62227  0.64
H: -3.29653 3.77765 1.52987  0.42
H: -2.08969 2.01054 3.13048  -1.14
H: -3.30950 2.50111 4.28541  0.66
H: -1.48682 3.87696 4.78786  0.31
H: -2.47847 4.95231 3.81175  0.50
H: -0.21203 5.20958 3.00384  0.62
H: -1.07536 4.25378 1.77186  0.22
H: 2.26032 4.27150 4.68622  0.46
H: 2.53287 3.96438 7.14037  0.42
H: 1.20954 2.23820 8.31602  0.39
H: -0.41401 0.85024 7.06584  0.48
H: -0.68863 1.16233 4.61420  0.36
H: -1.89988 -0.06257 2.29428  0.61
H: -1.84969 -1.90042 3.90973  0.49
H: -3.95548 -2.67044 4.98866  0.41
H: -6.09292 -1.52518 4.48173  0.37
H: -6.12697 0.38980 2.90629  0.49
O: 0.38774 -1.34787 3.58394  -0.78
S: 1.46947 -0.87077 2.65566  1.06
C: 2.66690 -0.05164 3.81802  -0.35
C: 3.70331 -1.08130 4.30945  -0.76
C: 3.16642 -2.45427 3.91182  -0.69
C: 2.65714 -2.25133 2.49602  -0.83
H: 2.03719 0.31004 4.62274  -0.18
H: 3.12310 0.79962 3.30152  0.30
H: 3.86223 -1.00752 5.38492  0.41
H: 4.66163 -0.91358 3.81228  0.30
H: 2.31621 -2.72060 4.54309  0.25
H: 3.92113 -3.23723 3.99305  0.44
H: 2.16291 -3.11181 2.05601  0.34
H: 3.44793 -1.90270 1.81798  0.10

***

> Which of these has the lowest spin multiplicity?

C41H51BN6O2S2Si4Ti

***

> Among the records above, which one has the highest calculated total energy?

C41H51N3O5S3V

***

> expectation value of S² of number 1 (C41H51BN6O2S2Si4Ti)?

2.047